1.
The following is a quantum chemistry calculation of a cluster of 8 separate species, C59H55BN3O21P in total, from OMol25.

The net charge is 0. The LUMO energy is -0.073 Eh. As for the HOMO-LUMO gap: 6.298 eV. The total energy comes out at -4391.5911 a.u. Its SMILES is CCOB(O)c1ccc2nc(COC)c(P(O)O)nc2c1OCCNC[C@@H](C)O.O=C1C=CC(=O)C=C1.O=C1C=CC(=O)C=C1.O=C1C=CC(=O)C=C1.O=C1C=CC(=O)C=C1.O=C1C=CC(=O)C=C1.O=C1C=CC(=O)C=C1.O=C1C=CC(=O)C=C1.

The geometry in XYZ format:
```
140
Properties=species:S:1:pos:R:3:forces:R:3:lowdin_charge:R:1
P -6.8288 -0.4664 2.2493 -0.13 0.67 0.93 0.875
O 6.8026 -1.1165 5.5110 -0.34 -0.25 -0.04 0.088
O 1.9199 1.3036 0.6770 -0.17 -0.24 0.46 -0.049
O 4.0489 -10.9013 -4.8568 0.00 0.01 0.01 0.109
O -3.5716 -4.6015 5.6251 0.01 0.02 0.07 0.112
O 3.2621 6.0827 0.6205 0.08 0.08 -0.03 0.100
O -2.9063 0.0512 -5.2425 -0.01 0.02 0.05 0.097
O 1.4832 -1.9632 0.2223 -0.25 0.20 -0.35 0.151
O 2.5209 -7.7013 -0.9248 0.06 -0.13 0.01 0.091
O 5.6119 6.9849 -4.0383 -0.01 -0.01 0.01 0.109
O -3.7883 3.7073 -9.2761 0.05 0.09 -0.20 0.088
O 9.1234 1.4217 4.4498 0.02 0.02 0.02 0.098
O 0.1385 -3.9150 0.5769 0.23 0.56 -0.89 0.071
O -6.6484 3.7674 -5.7235 0.03 0.01 0.00 0.094
O -1.9496 -2.2194 2.0052 0.24 0.30 -0.11 -0.033
O 2.1780 -1.5387 2.9790 0.03 -0.18 0.10 0.102
O -7.3887 1.5871 -0.0360 -0.10 0.02 -0.30 -0.197
O -8.1113 -1.2819 1.5914 0.76 -0.07 -0.28 -0.293
O -6.2605 -1.5458 3.3560 -0.37 0.08 -0.71 -0.303
O -1.8031 -1.0247 9.1084 0.01 -0.01 0.00 0.102
O 11.3112 1.2538 9.2704 0.00 0.01 -0.03 0.102
O -5.9097 7.5983 -12.1740 0.01 -0.01 0.00 0.112
N -0.2602 0.5221 2.0016 -0.40 0.30 0.05 -0.031
N -4.3440 -1.0813 1.3299 -0.19 0.22 -0.42 0.159
N -4.7750 -0.1220 -1.3474 0.42 -0.74 1.72 0.177
C 1.2310 -4.7521 0.1736 -0.27 -0.81 0.39 -0.222
C 4.4128 7.8731 -2.2181 -0.04 0.01 0.07 0.021
C 3.6989 -10.1698 -3.9567 0.01 -0.04 -0.04 -0.387
C 3.8009 6.2897 -0.4453 -0.02 0.01 0.05 -0.379
C -3.7676 0.9009 -5.3457 -0.02 0.01 0.01 -0.368
C 4.4520 -0.9526 2.8651 0.07 -0.01 -0.04 0.040
C -5.5422 2.2385 -4.3128 0.02 -0.04 0.01 0.021
C -0.4303 1.7604 1.2460 -0.10 -0.37 -0.33 -0.179
C -1.2940 -2.8298 7.6858 -0.05 -0.04 -0.05 0.016
C 2.2699 -9.8199 -3.7585 -0.04 0.04 0.04 0.022
C 9.7394 0.3400 7.7728 -0.02 0.03 -0.09 0.024
C 11.2409 2.2898 7.1591 0.00 0.03 -0.06 0.018
C -4.6047 1.3017 -4.1819 0.07 0.01 0.16 0.029
C -3.5827 -0.6708 -0.9263 0.63 0.01 -0.83 -0.177
C 3.8238 7.6462 -1.0470 0.01 0.04 -0.07 0.022
C 1.5382 -4.6902 -1.3201 0.69 0.62 0.24 -0.057
C -5.6861 -0.1052 -0.4056 -0.87 0.75 -0.46 -0.214
C -4.9576 2.5090 -6.7645 -0.10 -0.12 0.19 0.016
C 5.7404 -1.2142 4.9335 0.04 0.05 -0.06 -0.354
C -5.2054 5.5867 -9.3384 -0.02 0.02 0.02 0.027
C -1.3321 -1.3515 -1.4943 0.15 -0.14 0.47 -0.004
C 5.0510 5.4219 -2.3709 -0.02 -0.06 0.06 0.022
C -5.7920 2.9125 -5.6087 -0.05 0.01 0.03 -0.380
C -5.7396 6.5634 -10.0666 0.01 -0.04 0.05 0.027
C 9.1879 0.3780 6.5609 -0.05 -0.13 0.05 0.025
C -4.4939 5.7199 -12.1111 0.04 -0.06 0.01 0.023
C 4.5254 -1.7040 5.6309 -0.04 -0.01 0.02 0.032
C -7.6796 2.7470 -0.7973 -0.10 0.15 0.19 -0.095
C -1.6427 -1.2856 3.0578 -0.65 -0.07 0.25 -0.146
C 10.6929 2.3315 5.9480 0.04 0.03 0.03 0.017
C -1.5149 0.1784 2.6965 0.76 0.46 0.65 -0.197
C 4.6835 -9.5880 -3.0100 0.01 0.05 0.06 0.021
C 3.3637 -1.8108 4.9926 -0.01 0.04 0.07 0.032
C -7.0424 0.4598 -0.8110 0.25 -0.63 0.01 -0.185
C -3.3670 -1.1474 0.3805 -0.03 -0.04 0.44 -0.131
C -4.2742 4.6003 -9.9410 0.03 0.00 0.02 -0.370
C -5.4254 6.7082 -11.5105 -0.02 0.04 -0.02 -0.385
C -3.9598 4.7431 -11.3831 0.00 0.03 -0.06 0.022
C -4.0183 1.5763 -6.6431 0.00 0.00 -0.02 0.029
C 4.4621 5.1954 -1.1998 0.03 -0.01 -0.06 0.020
C 3.2404 -1.4435 3.5619 -0.02 0.07 -0.11 -0.347
C 5.0737 6.7791 -2.9726 0.03 0.02 -0.05 -0.387
C 1.3415 3.6163 1.0913 0.34 -0.53 -0.07 -0.053
C -2.2116 -1.8435 8.3132 0.01 0.06 -0.01 -0.389
C -3.6416 -1.8936 7.9183 0.04 -0.06 -0.04 0.022
C 9.6234 1.3794 5.5552 -0.03 -0.01 -0.03 -0.379
C 1.8871 -9.0149 -2.7709 -0.02 -0.04 -0.06 0.025
C 2.8718 -8.4345 -1.8255 -0.02 0.00 0.05 -0.378
C 10.8075 1.2895 8.1677 0.01 -0.02 0.07 -0.390
C 0.8604 2.2524 0.5699 0.34 0.77 -0.46 -0.401
C 5.6145 -0.8452 3.5030 -0.02 0.00 -0.08 0.039
C -4.0789 -2.7925 7.0406 -0.16 0.09 0.04 0.023
C -3.1672 -3.7831 6.4224 -0.08 -0.07 -0.14 -0.391
C -2.5184 -0.7816 -1.8497 -0.01 0.10 -0.37 -0.009
C 4.3002 -8.7830 -2.0227 0.05 -0.03 -0.04 0.023
C -5.4848 -0.5679 0.9420 -0.23 -0.78 -0.15 -0.301
C -1.7392 -3.7288 6.8116 0.21 0.02 0.04 0.018
C -1.0968 -1.8516 -0.1838 -0.07 0.07 0.04 0.020
C -2.1121 -1.7265 0.7375 0.14 0.03 -0.15 -0.193
B 0.2562 -2.5786 0.2262 -0.22 -0.51 0.69 -0.595
H 8.4034 -0.3072 6.2476 0.34 0.27 0.11 0.080
H 2.4635 -2.1664 5.4779 -0.02 0.01 -0.04 0.121
H -6.4214 7.2925 -9.6480 0.00 0.02 -0.03 0.124
H 1.9769 -5.6264 -1.6520 -0.17 -0.06 -0.02 0.043
H 4.4399 8.8546 -2.6740 0.02 -0.01 -0.03 0.122
H -3.3979 1.2697 -7.4760 0.01 0.01 0.01 0.122
H -4.2789 5.8426 -13.1649 -0.02 0.03 0.00 0.123
H -1.4913 0.7153 3.6602 -0.40 -0.15 0.04 0.126
H 1.3266 3.6604 2.1831 -0.19 0.11 -0.04 0.086
H 0.8032 4.4522 0.6434 -0.20 -0.04 0.25 0.082
H 10.9948 3.0523 5.1985 -0.03 -0.02 -0.02 0.120
H 0.9385 -5.7735 0.4281 -0.13 0.11 0.04 0.112
H -2.3867 0.5811 2.1800 0.05 -0.27 -0.22 0.110
H -8.4171 3.3308 -0.2456 0.13 0.02 0.07 0.089
H -0.2535 -2.7702 7.9788 -0.01 0.02 0.05 0.117
H 2.2975 -3.9194 -1.4819 -0.19 0.06 -0.19 0.077
H 9.4382 -0.3802 8.5231 0.03 0.01 0.02 0.121
H 4.6414 -1.9659 6.6748 0.04 0.00 0.00 0.124
H 1.8511 -1.8454 1.1114 0.01 0.10 0.00 0.065
H -7.8317 -2.0513 1.0752 -0.19 -0.04 -0.03 0.058
H 1.5679 -10.2543 -4.4586 0.03 -0.02 -0.02 0.123
H -0.7413 -1.6475 3.5554 0.22 0.08 -0.20 0.117
H 2.4587 1.3711 -0.1118 0.00 -0.03 -0.09 0.086
H 5.0017 -8.3478 -1.3224 -0.03 0.02 0.02 0.122
H -4.2939 -1.1614 8.3761 0.03 0.01 0.02 0.122
H 0.6541 2.3924 -0.4988 -0.14 -0.10 0.07 0.135
H -4.4291 0.8066 -3.2220 -0.08 0.14 -0.47 0.075
H -5.1525 3.0103 -7.6967 0.00 0.02 -0.04 0.084
H 0.6676 -4.4408 -1.9278 -0.12 -0.17 0.13 0.089
H -7.0092 0.6561 -1.8853 0.08 0.23 0.07 0.110
H -0.8424 2.5781 1.8603 0.04 -0.02 -0.01 0.118
H -1.0861 -4.4541 6.3424 -0.04 -0.02 -0.03 0.122
H 0.4090 0.7312 2.7345 0.29 -0.35 -0.15 0.108
H -1.1712 1.5490 0.4672 0.00 0.02 0.06 0.116
H -3.2784 4.0131 -11.8009 0.00 -0.02 0.04 0.122
H -7.7991 -0.3169 -0.6608 -0.08 0.09 0.03 0.112
H 4.3329 -0.6884 1.8212 -0.06 0.01 0.03 0.127
H 0.8509 -8.7460 -2.6089 0.01 0.02 0.03 0.124
H 12.0212 2.9742 7.4673 0.00 -0.02 0.04 0.120
H -8.1262 2.5086 -1.7668 0.07 -0.10 0.01 0.083
H 4.4361 4.2138 -0.7438 -0.01 0.02 0.03 0.116
H 5.5381 4.6385 -2.9374 0.01 0.03 -0.03 0.122
H 6.5145 -0.4871 3.0192 0.02 0.01 0.06 0.128
H -2.4474 -1.3542 3.8005 -0.08 -0.10 -0.17 0.117
H 3.3368 8.4296 -0.4805 -0.01 -0.03 0.03 0.122
H 5.7198 -9.8560 -3.1715 -0.01 -0.02 -0.03 0.122
H -0.5482 -1.4263 -2.2400 0.01 0.00 0.04 0.122
H 2.1162 -4.5427 0.7804 0.05 0.15 -0.16 0.118
H -2.6283 -0.4359 -2.8687 -0.23 0.04 0.00 0.084
H -5.4228 5.4650 -8.2838 0.00 -0.02 0.00 0.119
H -6.1642 2.5516 -3.4824 0.01 0.02 -0.02 0.100
H -5.1155 -2.8454 6.7323 0.01 0.00 -0.03 0.123
H -6.3178 -2.4390 2.9871 0.41 -0.12 0.27 0.052
H -6.7782 3.3509 -0.9437 -0.03 -0.01 -0.07 0.089
H 2.3868 3.7295 0.8039 -0.03 0.10 -0.04 0.047
```
Positions in Å, forces in eV/Å.

=====

2.
The following is a quantum chemistry calculation of a structure of composition C13H18FN2O2PS, from OMol25.

The net charge is 0. The LUMO energy is -0.020 Eh. As for the HOMO-LUMO gap: 7.644 eV. The total energy comes out at -1605.5298 a.u.

The geometry in XYZ format:
```
38
Properties=species:S:1:pos:R:3:forces:R:3:lowdin_charge:R:1
S 4.1967 0.5641 2.4356 0.21 -0.19 0.13 0.993
P 1.0747 3.4585 -0.0348 0.52 1.28 -0.69 0.917
F 0.4123 1.4730 -2.1012 0.14 0.00 0.11 0.052
O -3.0153 -1.7906 1.4118 -0.14 0.43 -0.53 -0.199
O 1.2586 3.9672 1.5484 -0.70 -0.63 -0.55 -0.334
N 4.0231 -0.7128 1.4190 -0.56 1.87 0.41 -0.207
N 3.2202 1.6807 1.7974 0.26 -0.93 -0.33 -0.231
C -0.8111 -1.4857 0.3978 -0.56 -0.50 0.05 -0.158
C 2.6800 1.1097 0.7057 0.43 -0.09 0.59 -0.348
C -0.4171 -1.4081 -2.1828 0.29 -1.14 -0.91 -0.183
C -2.2534 -0.9397 0.5451 0.78 0.57 1.08 -0.217
C 2.6301 -0.9983 -0.5827 -0.03 0.27 0.12 0.023
C 1.7408 1.7373 -0.1794 -1.13 0.13 0.59 -0.241
C -0.7807 3.2294 -0.2061 0.43 -1.28 0.25 -0.255
C 1.7240 -0.3998 -1.3897 -0.50 0.02 -1.80 -0.174
C -3.5604 -1.0946 2.5128 -0.66 -0.44 0.62 -0.131
C -0.5501 -2.2802 -0.9015 0.39 0.93 -0.03 -0.182
C 1.2898 0.9731 -1.2063 1.11 -0.99 0.69 -0.260
C 3.1483 -0.2437 0.5229 -0.49 -0.72 -1.07 -0.373
C 1.0778 -1.1410 -2.5700 -0.48 0.97 0.88 -0.127
H -3.9664 -0.1041 2.2480 0.23 -0.25 -0.03 0.086
H -0.6632 -2.1903 1.2358 -0.11 0.38 -0.18 0.122
H -1.0013 -0.4780 -2.1642 0.25 -0.22 0.21 0.102
H -2.7634 -0.7292 -0.4100 0.05 -0.44 0.21 0.126
H -1.3554 -3.0154 -1.0498 0.33 0.13 0.21 0.116
H -0.1111 -0.6562 0.5745 0.00 -0.30 -0.41 0.096
H -1.3409 3.8440 0.5115 0.20 0.04 -0.36 0.040
H 0.3695 4.1023 1.9055 0.29 -0.11 0.30 0.034
H -2.1709 0.0309 1.0734 -0.04 -0.21 -0.42 0.099
H -2.8519 -0.9990 3.3595 -0.02 0.12 -0.49 0.092
H -4.4037 -1.6949 2.8958 0.30 0.18 -0.20 0.088
H 1.6112 -2.0695 -2.8112 -0.19 0.18 0.28 0.117
H 2.9157 -2.0280 -0.8059 0.11 0.35 0.34 0.130
H -1.0774 3.4091 -1.2479 0.09 0.29 0.44 0.036
H 0.4184 -2.7946 -0.7697 -0.51 -0.17 -0.10 0.104
H -1.0072 2.1657 -0.0104 -0.16 0.42 0.09 0.024
H 1.1314 -0.4858 -3.4553 -0.11 -0.31 0.23 0.117
H -0.8220 -2.0054 -3.0217 -0.03 0.34 0.27 0.108
```
Positions in Å, forces in eV/Å.

=====

3.
The following is a quantum chemistry calculation of a cluster of 6 separate species, C2H14O5 in total, from OMol25.

The energy above the lowest of the compared OMol25 structures with the same formula, charge and spin comes out at 68.7 kcal/mol. The net charge is 0. The LUMO energy is 0.016 Eh. As for the HOMO-LUMO gap: 10.000 eV. The total energy comes out at -460.6960 a.u. Its SMILES is C=C.O.O.O.O.O.

The geometry in XYZ format:
```
21
Properties=species:S:1:pos:R:3:forces:R:3:lowdin_charge:R:1
O -0.3772 -1.5676 1.5151 0.02 0.06 -0.45 -0.051
O 2.2855 1.2784 3.2655 -0.65 1.33 -0.80 -0.084
O 0.7772 4.4106 0.6783 -3.06 -3.26 1.06 -0.068
O 0.9652 1.1653 0.5883 -3.52 0.91 1.61 -0.110
O 1.0256 -2.5233 -1.2089 -2.40 -1.04 1.59 -0.019
C -2.7981 -1.4361 -3.5336 -1.14 -0.42 -0.83 -0.100
C -2.7971 -2.1733 -2.3877 -1.88 2.42 -1.72 -0.082
H -3.5692 -0.6453 -3.5014 0.04 -0.66 -0.65 0.029
H -3.7351 -2.0648 -1.7667 1.71 0.15 -0.15 0.069
H -2.3769 -1.5923 -4.6264 0.20 0.38 2.92 0.087
H 0.2568 1.9028 0.6534 2.11 -1.21 -0.72 0.064
H 1.7182 -3.1619 -1.2271 1.10 0.30 -0.60 0.036
H -1.9605 -2.6873 -2.0626 1.11 -1.87 0.44 -0.002
H 0.7765 5.2919 0.4131 -0.01 2.45 -0.75 -0.014
H -0.2301 4.1737 0.7696 2.97 0.88 -0.27 0.099
H 1.0733 -1.6866 -1.6225 1.16 0.84 -0.88 0.029
H -0.1028 -1.8655 0.6391 0.24 0.24 -0.35 0.004
H 2.6554 2.1216 3.5592 0.32 -0.32 0.45 0.029
H 1.7541 1.6466 2.5161 0.48 -1.05 0.32 0.010
H 0.4192 0.5287 1.1428 1.34 0.08 -0.87 0.040
H -0.5187 -2.4124 1.9347 -0.16 -0.22 0.65 0.035
```
Positions in Å, forces in eV/Å.

=====

4.
The following is a quantum chemistry calculation of a structure of composition C5H6N2O3S, from OMol25.

The energy above the lowest of the compared OMol25 structures with the same formula, charge and spin comes out at 120.8 kcal/mol. The net charge is 0. The LUMO energy is -0.006 Eh. As for the HOMO-LUMO gap: 8.723 eV. The total energy comes out at -927.3909 a.u.

The geometry in XYZ format:
```
17
Properties=species:S:1:pos:R:3:forces:R:3:lowdin_charge:R:1
S 1.9470 0.6389 -0.7357 -1.01 -0.40 -0.04 1.007
O 2.7122 1.8638 -0.6133 0.38 0.66 0.01 -0.478
O 0.9722 -2.7794 -0.6352 -1.36 1.16 0.46 0.114
O 1.8374 -0.2003 1.8751 0.02 -0.64 -1.50 0.077
N -0.8391 0.1733 -0.0715 -0.12 2.92 0.32 0.086
N -0.7035 -1.0583 -0.4728 2.97 -3.36 -0.29 -0.168
C 0.5185 -1.7216 -0.3069 2.08 1.94 0.90 -0.267
C -1.8597 -1.8593 -0.4670 -0.64 -1.96 1.49 -0.027
C 0.0121 2.3582 0.3984 0.74 1.95 2.06 -0.074
C 0.1314 0.9947 -0.0885 -0.75 -0.73 -1.10 -0.424
C 1.6390 -0.3479 0.7063 -0.90 -1.43 0.80 -0.443
H 0.5715 3.0868 -0.2298 -0.15 -0.64 0.48 0.082
H -2.3922 -1.7330 -1.3373 -1.42 0.35 -2.03 0.063
H -2.4809 -1.5841 0.3794 -0.10 -0.02 0.13 0.101
H 0.5513 2.2883 1.4243 -0.75 0.69 -1.43 0.127
H -1.0059 2.8196 0.5739 0.93 -1.25 -0.29 0.111
H -1.6115 -2.9396 -0.3992 0.10 0.76 0.05 0.113
```
Positions in Å, forces in eV/Å.